Entry from the Open Molecules 2025 dataset: C19H28N10NaSSe as an isolated structure (wB97M-V/def2-TZVPD).

```
60
C19H28N10NaSSe, DFT wB97M-V/def2-TZVPD
Na -0.071 0.026 0.302
C 0.233 -1.026 -4.414
C 0.446 -0.918 -2.932
N 0.233 0.142 -2.252
N -0.242 1.229 -2.926
C -0.143 2.478 -2.376
N -0.740 3.436 -3.104
S 0.641 2.808 -0.947
C 0.987 -2.088 -2.181
C 1.975 -2.872 -2.765
C 2.512 -3.922 -2.037
C 2.025 -4.165 -0.766
C 1.038 -3.328 -0.268
N 0.527 -2.301 -0.944
H 0.854 -0.303 -4.952
H -0.812 -0.830 -4.671
H 0.467 -2.024 -4.773
H -0.512 1.134 -3.895
H -1.325 3.236 -3.898
H -0.664 4.385 -2.784
H 2.332 -2.652 -3.762
H 3.294 -4.538 -2.461
H 2.399 -4.983 -0.166
H 0.649 -3.487 0.730
C -1.539 -1.379 2.883
C -2.121 -1.923 1.575
N -2.314 -0.917 0.535
C -3.368 0.071 0.741
C -2.953 1.230 1.660
N -1.620 1.731 1.347
C -0.753 2.031 2.481
C -0.515 0.823 3.404
N -0.407 -0.464 2.711
H -2.325 -0.871 3.443
H -1.259 -2.242 3.496
H -1.431 -2.658 1.159
H -3.049 -2.460 1.821
H -2.465 -1.396 -0.342
H -3.613 0.480 -0.242
H -4.290 -0.377 1.139
H -3.717 2.011 1.586
H -2.976 0.904 2.698
H -1.658 2.535 0.734
H 0.203 2.363 2.064
H -1.126 2.853 3.110
H 0.402 1.020 3.962
H -1.312 0.773 4.153
H 0.468 -0.919 2.931
Se 3.371 0.593 -0.952
N 4.722 -0.521 -0.674
C 4.396 -1.266 0.359
C 5.206 -2.297 0.929
C 4.701 -2.959 1.994
C 3.403 -2.620 2.508
N 2.616 -1.705 2.029
C 3.100 -1.012 0.945
N 2.388 -0.063 0.369
H 6.179 -2.513 0.510
H 5.260 -3.744 2.484
H 3.037 -3.165 3.373
```

Output
Charge: +1
E_HOMO (eV): -11.13
Energy above the lowest of the compared OMol25 structures with the same formula, charge and spin (kJ/mol): 0.0
Frontier orbital gap (eV): 7.7